1.
One molecule with the formula C9H18BN at a distorted geometry, computed with ωB97M-V with the def2-TZVPD basis set.

```
! RIJCOSX wB97M-V def2-TZVPD def2/J DEFGRID3
* xyz 0 1
C 2.02072 -2.07736 -1.25728
B 1.00715 -1.00767 -0.86738
C 1.11887 0.49922 -0.79263
C 2.00685 1.45429 -1.64910
C 0.10331 1.06529 -0.09833
C -0.27751 2.55509 -0.10899
C -0.78794 0.09117 0.61801
C -0.79624 0.41243 2.07648
C -2.14934 0.24876 0.00259
N -0.27940 -1.20805 0.20556
C -0.95757 -2.44518 0.58429
H 3.03377 -1.65047 -1.39799
H 1.92896 -2.69732 -2.09472
H 1.97782 -2.72932 -0.37538
H 1.85584 1.15396 -2.67835
H 3.05921 1.42065 -1.29020
H 1.61497 2.53052 -1.58926
H 0.56040 3.10334 -0.46094
H -0.46824 2.85743 0.95700
H -1.06383 2.66341 -0.81162
H -1.37847 -0.22196 2.61152
H -1.33031 1.40985 2.10623
H 0.30238 0.39343 2.38607
H -2.08752 0.74935 -0.89074
H -2.69176 0.79871 0.66159
H -2.56379 -0.73224 -0.13922
H -1.56839 -2.24918 1.50003
H -1.61339 -2.82767 -0.26883
H -0.15478 -3.20059 0.92572
*
```

Output
HOMO energy (spin up / spin down), eV: -7.92 / -7.92
Relative energy (zero: lowest compared OMol25 entry of this formula, charge and spin), kcal per mole: 26.6
Maximum force, eV/A: 5.43
Electronic energy, eV: -11790.184
Orbital gap (spin up / spin down), eV: 8.555 / 8.555

2.
C9H18CaNO2 as an isolated structure at a distorted geometry, computed with ωB97M-V with the def2-TZVPD basis set.

```
! RIJCOSX wB97M-V def2-TZVPD def2/J DEFGRID3
* xyz 1 1
C -2.45219 -1.10176 -2.73061
C -1.13375 -0.67331 -3.39024
C 0.08901 -1.16706 -2.62532
C 0.54629 -0.18807 -1.54098
C 1.25712 -0.88761 -0.38637
C 1.61428 0.04769 0.76811
C 0.40380 0.42286 1.59639
C 0.66546 1.47990 2.72753
N 0.22186 2.80587 2.38369
C -0.13125 1.00548 3.94544
O 0.53623 0.35126 4.86516
O -1.36533 1.09279 3.90220
H -2.30207 -1.43560 -1.70956
H -3.18485 -0.30609 -2.74075
H -2.89382 -1.92929 -3.27179
H -1.09582 0.40693 -3.45229
H -1.10678 -1.07869 -4.39227
H 0.92084 -1.34782 -3.29634
H -0.13379 -2.11304 -2.13922
H -0.30953 0.37495 -1.17786
H 1.23992 0.53412 -1.96163
H 0.57924 -1.65309 -0.00404
H 2.14850 -1.35922 -0.78100
H 2.06946 0.95584 0.39198
H 2.32456 -0.46912 1.41245
H 0.01226 -0.50569 2.06283
H -0.42283 0.79155 1.00704
H 1.71932 1.50645 2.96828
H 0.78554 3.22388 1.66099
H -0.74591 2.80868 2.10318
Ca 0.14426 -1.59280 3.80499
*
```

Output
HOMO energy, eV: -12.39
Relative energy (zero: lowest compared OMol25 entry of this formula, charge and spin), kcal per mole: 0.0
Maximum force, eV/A: 2.07
Electronic energy, eV: -33642.572
Orbital gap, eV: 6.521

3.
C9H18F3NO6V as an isolated structure at a distorted geometry, computed with ωB97M-V with the def2-TZVPD basis set.

```
! RIJCOSX wB97M-V def2-TZVPD def2/J DEFGRID3
* xyz -1 1
O -2.36325 -11.80594 16.30080
V -1.15811 -12.88076 16.42364
O -0.89058 -13.20214 17.88135
C 2.73480 -12.54447 15.12907
C 1.67570 -11.91885 16.03371
O 0.42333 -12.01515 15.42300
H 3.74142 -12.37191 15.53573
H 2.68771 -12.02532 14.17157
H 2.63715 -13.62702 15.08573
H 1.96193 -10.88407 16.27011
H 1.66938 -12.47937 16.98010
C -2.37367 -15.69013 15.07440
O -2.61390 -16.57324 16.17021
O -1.76367 -14.61117 15.50925
C -1.61355 -16.41098 13.95221
F -1.17330 -15.59321 12.98065
F -0.53983 -17.04921 14.42656
F -2.41892 -17.32524 13.33394
C -3.58388 -17.57241 16.00138
C -3.56973 -18.50324 17.18921
H -4.30110 -19.30336 17.00778
H -2.65731 -19.07948 17.34346
H -3.89533 -17.96452 18.07648
H -3.62135 -18.08652 15.03907
H -4.57869 -17.08281 15.98747
H -3.37116 -15.36601 14.70548
C -1.53523 -9.42284 14.09596
C -1.72204 -10.29643 12.89395
O -2.42231 -10.00014 11.93255
N -1.18328 -11.52570 13.03606
C -1.31064 -12.62807 12.11312
H -0.52891 -9.59119 14.49122
H -2.21228 -9.67376 14.91531
H -1.70393 -8.35768 13.94353
H -0.43095 -11.65020 13.71319
H -1.70771 -12.25988 11.16736
H -1.84231 -13.46682 12.56086
H -0.34009 -13.06669 11.84340
*
```

Output
HOMO energy, eV: -6.17
Maximum force, eV/A: 6.54
Electronic energy, eV: -57243.928
Orbital gap, eV: 9.239

4.
A 2-piece molecular cluster, C9H18FN2 overall at a distorted geometry, computed with ωB97M-V with the def2-TZVPD basis set.

```
! RIJCOSX wB97M-V def2-TZVPD def2/J DEFGRID3
* xyz 1 1
C 1.48346 -0.43204 0.14601
C -0.12280 1.09780 0.94455
C 2.69653 -0.21452 -0.32524
C 3.23895 -0.86757 -1.54156
C 3.65515 0.70241 0.40255
C -2.22062 2.93209 -0.39380
C 0.85269 0.10515 1.38609
C -3.13839 -2.12628 -0.73649
C -2.24323 1.69810 0.13869
N -1.25365 0.76852 0.55905
N -2.44903 -1.52951 0.42154
F -3.53449 1.12105 0.29748
H 0.87266 -1.21204 -0.35492
H 0.05417 2.10044 1.02221
H 2.33493 -1.48904 -1.85906
H 3.54706 -0.18065 -2.33334
H 4.05805 -1.64602 -1.39253
H 4.24335 1.34256 -0.27066
H 3.12415 1.44825 0.98540
H 4.35290 0.21295 0.99374
H -1.36300 3.42157 -0.81692
H -3.85629 -1.32720 -1.09952
H -3.13037 3.49198 -0.66222
H 0.27146 -0.72467 1.93500
H 1.53268 0.51552 2.20292
H -2.52563 -2.36472 -1.55254
H -3.68831 -3.10672 -0.45161
H -3.10969 -0.99779 0.89815
H -1.97074 -2.11843 1.11402
H -1.71196 -0.62123 0.34301
*
```

Output
HOMO energy, eV: -12.58
Relative energy (zero: lowest compared OMol25 entry of this formula, charge and spin), kcal per mole: 5.4
Maximum force, eV/A: 3.67
Electronic energy, eV: -15313.777
Orbital gap, eV: 9.072

5.
One molecule with the formula C9H18N2O4 at a distorted geometry, computed with ωB97M-V with the def2-TZVPD basis set.

```
! RIJCOSX wB97M-V def2-TZVPD def2/J DEFGRID3
* xyz 0 1
C 3.46076 -0.14868 1.80515
C 2.92282 0.25785 0.45196
C 3.82302 -0.20637 -0.70130
C 1.50561 -0.27090 0.29893
C 0.78649 0.30185 -0.97885
N 0.61920 1.76804 -0.94715
C -0.63325 -0.31572 -0.99958
O -0.98883 -1.27688 -1.66765
N -1.48284 0.32495 -0.22648
C -2.89920 -0.01908 -0.32607
C -3.15799 -1.27677 0.52279
O -4.51732 -1.63735 0.38266
C -3.63056 1.19971 0.13879
O -2.99154 2.17655 0.41044
O -4.94782 1.08678 0.30738
H 2.91430 0.25145 2.64899
H 3.63075 -1.21687 1.90158
H 4.48685 0.26856 1.90206
H 2.95571 1.33494 0.49431
H 3.57203 0.07642 -1.72869
H 3.94575 -1.30087 -0.73166
H 4.82723 0.21197 -0.58567
H 0.92738 0.00750 1.21963
H 1.55054 -1.36846 0.25898
H 1.38666 -0.02868 -1.82963
H 1.53036 2.25732 -1.05890
H 0.11844 1.96833 -1.79542
H -1.27625 1.18833 0.19347
H -3.25901 -0.21798 -1.34294
H -3.09329 -0.94795 1.57503
H -2.45115 -2.12767 0.35187
H -4.48778 -2.45396 -0.16164
H -5.14708 0.13364 0.21764
*
```

Output
HOMO energy, eV: -9.70
Relative energy (zero: lowest compared OMol25 entry of this formula, charge and spin), kcal per mole: 31.9
Maximum force, eV/A: 2.38
Electronic energy, eV: -20795.777
Orbital gap, eV: 10.234

6.
A 2-piece molecular cluster, C9H18N4 overall at a distorted geometry, computed with ωB97M-V with the def2-TZVPD basis set.

```
! RIJCOSX wB97M-V def2-TZVPD def2/J DEFGRID3
* xyz 0 1
C -2.84254 -0.83350 1.26005
C -3.34656 0.07526 0.37848
C -1.26637 -0.27271 -0.08442
C 1.80693 1.76131 -0.46420
C 3.01813 -0.17656 0.43001
C 0.97304 0.78583 1.63670
C -2.39358 1.18127 -1.69138
C 0.88119 -0.56907 -0.55740
C 1.62687 0.43001 0.26762
N -1.51833 -1.06683 0.96153
N -2.30391 0.41278 -0.50052
N 0.14046 -2.71679 -1.02964
N 0.91978 -1.83837 -0.20478
H -3.33071 -1.30729 2.08094
H -4.26752 0.52091 0.15546
H 2.81722 2.26039 -0.20293
H 1.63491 1.65061 -1.52564
H 0.90821 2.32824 -0.20143
H 3.69044 -0.03528 -0.36852
H 3.61936 0.24158 1.28448
H 2.96678 -1.24282 0.78650
H -0.09240 1.09657 1.38393
H 1.44498 1.59630 2.23351
H 0.92567 -0.09772 2.32878
H -1.82804 0.60606 -2.55499
H -3.42220 1.40123 -1.86707
H -1.87595 2.18542 -1.62613
H 0.94085 -0.26843 -1.64336
H 0.29427 -3.62070 -0.59985
H -0.83356 -2.50209 -0.91704
H 0.71258 -1.98559 0.85131
*
```

Output
HOMO energy, eV: -8.18
Relative energy (zero: lowest compared OMol25 entry of this formula, charge and spin), kcal per mole: 83.1
Maximum force, eV/A: 4.67
Electronic energy, eV: -15581.391
Orbital gap, eV: 9.019